i) {"formula": "C5H8N2O2", "method": "ωB97M-V/def2-TZVPD", "total_charge": 0, "lumo_energy_ev": 0.439, "orbital_gap_ha": 0.3325, "species": ["C", "C", "C", "C", "C", "N", "N", "O", "O", "H", "H", "H", "H", "H", "H", "H", "H"], "xyz": [[1.446, -1.420, 0.409], [0.151, -1.765, 0.203], [1.594, -0.104, -0.184], [-1.828, -0.830, -0.943], [0.155, 2.174, 0.801], [-0.596, -0.659, -0.279], [0.350, 0.253, -0.739], [2.497, 0.704, -0.144], [-0.028, 1.677, -0.498], [2.218, -2.024, 0.820], [-0.358, -2.552, 0.613], [-2.051, 0.019, -1.590], [-1.755, -1.760, -1.549], [-2.510, -0.862, -0.216], [1.259, 2.161, 1.090], [-0.554, 1.646, 1.403], [0.010, 3.341, 0.803]]}


ii) {"formula": "C5H8N2O2", "method": "ωB97M-V/def2-TZVPD", "total_charge": 0, "lumo_energy_ev": -0.676, "orbital_gap_ha": 0.3178, "species": ["C", "N", "C", "O", "H", "H", "H", "C", "N", "C", "C", "O", "H", "H", "H", "H", "H"], "xyz": [[2.163, -0.846, 0.864], [1.103, -0.228, 0.104], [1.030, 0.189, -1.086], [1.539, 0.783, -1.970], [2.049, -0.563, 1.913], [2.075, -1.932, 0.813], [3.152, -0.549, 0.513], [-0.836, -0.601, 0.257], [-1.423, 0.008, 1.391], [-1.116, 0.206, -1.123], [-1.493, 1.496, -1.225], [-0.874, -1.823, 0.144], [-1.577, -0.661, 2.132], [-1.082, 0.907, 1.694], [-1.542, -0.459, -1.873], [-2.030, 1.888, -2.080], [-1.138, 2.185, -0.469]]}


Which one sits at the top of the stability order? ii) does.


i) {"formula": "C4H11N3O2", "method": "ωB97M-V/def2-TZVPD", "total_charge": 1, "lumo_energy_ev": [-3.762, -8.874], "spin_multiplicity": 2, "orbital_gap_ha": [0.3494, 0.1612], "species": ["C", "C", "O", "O", "H", "H", "H", "C", "C", "N", "N", "N", "H", "H", "H", "H", "H", "H", "H", "H"], "xyz": [[2.094, 0.824, -0.049], [2.686, -0.422, 0.381], [3.407, -1.077, -0.561], [2.469, -0.870, 1.457], [1.517, 1.309, 0.694], [1.463, 0.894, -0.985], [3.018, 1.398, -0.284], [-2.125, -1.740, -0.597], [-1.585, 0.559, -0.061], [-1.649, -0.386, -0.896], [-2.019, 0.585, 1.390], [-0.738, 1.731, -0.469], [3.567, -1.952, -0.705], [-1.307, 1.107, 1.959], [-2.255, -0.320, 1.877], [-0.713, 2.546, 0.040], [-1.136, 2.041, -1.377], [-2.418, -1.875, 0.321], [-1.316, -2.445, -0.862], [-2.959, -1.908, -1.272]]}


ii) {"formula": "C4H11N3O2", "method": "ωB97M-V/def2-TZVPD", "total_charge": 1, "lumo_energy_ev": [-3.922, -8.598], "spin_multiplicity": 2, "orbital_gap_ha": [0.3226, 0.1508], "species": ["C", "C", "N", "N", "N", "H", "H", "H", "H", "H", "H", "H", "H", "C", "C", "O", "O", "H", "H", "H"], "xyz": [[-3.652, 0.404, 0.438], [-1.224, 0.513, -0.385], [-0.758, -0.585, 0.061], [-2.513, 1.164, 0.056], [-0.606, 1.240, -1.396], [-1.343, -1.142, 0.709], [1.627, -1.432, 1.747], [-2.345, 1.941, 0.691], [-0.440, 2.263, -1.092], [-1.257, 1.026, -2.234], [-3.386, -0.689, 0.593], [-4.482, 0.248, -0.296], [-3.913, 1.090, 1.214], [3.837, -0.485, -0.447], [3.152, -1.500, 0.508], [2.055, -0.910, 1.096], [3.346, -2.689, 0.617], [3.176, 0.401, -0.516], [4.070, -0.826, -1.396], [4.655, -0.033, 0.030]]}


iii) {"formula": "C4H11N3O2", "method": "ωB97M-V/def2-TZVPD", "total_charge": 1, "lumo_energy_ev": [-4.533, -8.543], "spin_multiplicity": 2, "orbital_gap_ha": [0.3023, 0.1549], "species": ["C", "C", "O", "O", "H", "H", "H", "C", "C", "N", "N", "N", "H", "H", "H", "H", "H", "H", "H", "H"], "xyz": [[1.921, -1.648, 1.841], [2.454, -2.451, 0.569], [1.681, -3.495, 0.200], [3.477, -2.090, -0.064], [2.801, -0.937, 2.129], [1.914, -2.292, 2.719], [1.082, -0.939, 1.600], [-1.984, 0.978, -2.321], [-1.386, 1.524, 0.108], [-2.132, 0.502, 0.530], [-1.050, 1.418, -1.266], [-0.414, 2.400, 0.794], [1.887, -3.711, -0.770], [-2.372, 0.514, 1.577], [-0.607, 2.270, -1.449], [0.382, 2.458, 0.221], [-0.885, 2.993, 1.441], [-2.259, 0.043, -2.121], [-1.596, 0.822, -3.347], [-2.913, 1.641, -2.391]]}


iv) {"formula": "C4H11N3O2", "method": "ωB97M-V/def2-TZVPD", "total_charge": 1, "lumo_energy_ev": [-3.181, -7.315], "spin_multiplicity": 2, "orbital_gap_ha": [0.3797, 0.2275], "species": ["C", "C", "O", "O", "H", "H", "H", "C", "C", "N", "N", "N", "H", "H", "H", "H", "H", "H", "H", "H"], "xyz": [[1.881, -2.680, 2.044], [1.602, -1.513, 1.176], [0.335, -0.993, 1.294], [2.381, -1.004, 0.419], [1.238, -3.541, 1.879], [1.864, -2.417, 3.098], [2.853, -3.113, 1.828], [-0.141, 2.547, -0.169], [-1.324, 0.731, -1.207], [-1.400, -0.593, -1.262], [-0.531, 1.181, -0.215], [-2.087, 1.470, -2.019], [-0.992, -1.130, -0.504], [-1.660, -1.064, -2.114], [0.444, -0.031, 1.168], [-1.747, 2.352, -2.372], [-2.731, 0.999, -2.639], [0.119, 2.812, 0.850], [-0.888, 3.262, -0.515], [0.783, 2.723, -0.740]]}


Which one sits at the top of the stability order? iv) does.


i) {"formula": "C3H4LiO3Rb", "method": "ωB97M-V/def2-TZVPD", "total_charge": 1, "lumo_energy_ev": [-3.502, -3.606], "spin_multiplicity": 2, "orbital_gap_ha": [0.2116, 0.3105], "species": ["O", "C", "C", "H", "H", "H", "H", "O", "C", "O", "Li", "Rb"], "xyz": [[0.827, -3.115, 2.243], [0.538, -4.008, 3.045], [0.902, -3.967, 4.480], [-0.176, -4.788, 2.721], [1.483, -3.071, 4.734], [1.463, -4.881, 4.730], [-0.027, -3.999, 5.070], [-1.118, 0.324, 0.420], [-0.365, -0.211, 1.223], [0.896, -0.239, 1.202], [1.968, -1.624, 1.883], [0.039, 2.725, -2.200]]}


ii) {"formula": "C3H4LiO3Rb", "method": "ωB97M-V/def2-TZVPD", "total_charge": 1, "lumo_energy_ev": [-3.913, -3.933], "spin_multiplicity": 2, "orbital_gap_ha": [0.2411, 0.2988], "species": ["O", "C", "C", "O", "C", "O", "Li", "Rb", "H", "H", "H", "H"], "xyz": [[-2.133, -0.753, -0.328], [-1.692, -2.058, -0.103], [-0.486, -2.431, -0.895], [3.401, -1.858, 0.832], [3.126, -0.735, 0.768], [2.580, 0.283, 0.594], [-3.842, -0.434, -0.613], [-0.484, 1.748, -0.269], [-2.489, -2.805, -0.340], [-1.476, -2.227, 0.973], [-0.277, -1.906, -1.833], [-0.020, -3.408, -0.747]]}


Which one sits at the top of the stability order? i) does.


i) {"formula": "C4H12NO", "method": "ωB97M-V/def2-TZVPD", "total_charge": 0, "lumo_energy_ev": [1.029, -1.880], "spin_multiplicity": 2, "orbital_gap_ha": [0.3750, 0.2651], "species": ["C", "O", "H", "H", "H", "C", "C", "C", "N", "H", "H", "H", "H", "H", "H", "H", "H", "H"], "xyz": [[-0.890, -2.414, 1.663], [-1.300, -1.670, 0.598], [-0.773, -3.454, 1.325], [0.083, -2.116, 2.061], [-1.565, -2.407, 2.531], [-0.321, 1.223, -0.183], [0.890, 0.513, -0.767], [1.275, 1.102, -2.124], [-0.505, 0.857, 1.227], [-1.201, 0.959, -0.775], [-0.163, 2.299, -0.243], [0.703, -0.556, -0.862], [1.697, 0.605, -0.035], [1.825, 2.029, -1.975], [0.374, 1.297, -2.703], [1.921, 0.416, -2.665], [-0.831, -0.104, 1.255], [-1.218, 1.422, 1.672]]}


ii) {"formula": "C4H12NO", "method": "ωB97M-V/def2-TZVPD", "total_charge": 0, "lumo_energy_ev": [0.878, -1.779], "spin_multiplicity": 2, "orbital_gap_ha": [0.3637, 0.2658], "species": ["C", "C", "C", "N", "H", "H", "H", "H", "H", "H", "H", "H", "H", "C", "O", "H", "H", "H"], "xyz": [[-0.571, 1.149, 0.084], [0.806, 0.838, -0.432], [0.721, -0.429, -1.351], [1.527, 1.890, -1.129], [-0.993, 0.300, 0.659], [-0.476, 2.033, 0.735], [-1.174, 1.468, -0.793], [1.492, 0.562, 0.388], [1.746, -0.643, -1.694], [0.225, -1.281, -0.845], [0.135, 0.008, -2.194], [1.720, 2.623, -0.435], [1.008, 2.240, -1.925], [-1.273, -2.162, 1.829], [-0.507, -1.431, 0.963], [-1.790, -1.534, 2.608], [-1.991, -2.727, 1.196], [-0.605, -2.904, 2.337]]}


iii) {"formula": "C4H12NO", "method": "ωB97M-V/def2-TZVPD", "total_charge": 0, "lumo_energy_ev": [1.010, 0.700], "spin_multiplicity": 2, "orbital_gap_ha": [0.1486, 0.4581], "species": ["C", "N", "C", "C", "C", "H", "H", "H", "H", "H", "H", "H", "H", "H", "H", "H", "H", "O"], "xyz": [[-1.607, 0.271, 0.042], [-0.246, 0.466, 0.688], [0.698, 0.676, -0.427], [0.208, -0.361, -1.428], [-1.294, -0.115, -1.417], [-2.166, -0.393, 0.691], [-2.051, 1.270, 0.037], [-0.006, -0.378, 1.237], [-0.322, 1.264, 1.389], [1.735, 0.475, -0.141], [0.815, 1.733, -0.623], [0.658, -0.258, -2.412], [0.516, -1.302, -0.990], [-1.889, -0.931, -1.821], [-1.437, 0.786, -1.999], [2.501, -0.370, 2.383], [1.865, -1.708, 2.773], [2.022, -1.126, 2.019]]}


Which one sits at the top of the stability order? i) does.